No. 1
This record from OMol25 describes a structure of composition C4H7N4 in a non-equilibrium geometry. The level of theory is the ωB97M-V functional and the def2-TZVPD basis.

## Properties
energy above the lowest of the compared OMol25 structures with the same formula, charge and spin: 194.7 kJ/mol
energy: -375.32836 a.u.
E_HOMO: -14.397 eV
net charge: +1
2S+1: 1
Kohn-Sham gap: 10.4 eV

Positions of all 15 atoms, in Å:
1 C -2.010 -0.843 -0.318
2 C -1.570 0.566 -0.101
3 C 1.027 -0.092 0.044
4 C -0.344 -0.043 0.513
5 N -0.977 -1.320 0.261
6 N -2.092 1.711 -0.162
7 N 1.808 0.939 0.024
8 N 1.443 -1.237 -0.447
9 H -2.795 -1.426 -0.812
10 H -0.246 0.011 1.657
11 H -1.549 2.614 0.164
12 H 1.544 1.832 0.372
13 H 2.750 0.749 -0.146
14 H 0.628 -1.900 -0.463
15 H 2.384 -1.560 -0.585

Mulliken atomic charge list, values in e, 2 entries: -0.16, 0.45


No. 2
This record from OMol25 describes a structure of composition C4H7N4O in a non-equilibrium geometry. The level of theory is the ωB97M-V functional and the def2-TZVPD basis.

## Properties
energy above the lowest of the compared OMol25 structures with the same formula, charge and spin: 113.8 kJ/mol
energy: -450.56505 a.u.
E_HOMO: -13.891 eV
net charge: +1
2S+1: 1
Kohn-Sham gap: 10.4 eV

Positions of all 16 atoms, in Å:
1 C -2.167 -0.436 0.215
2 C -2.146 0.762 -0.484
3 C -0.872 -0.838 0.460
4 C 1.893 0.226 -0.311
5 N -0.892 1.082 -0.643
6 N -0.052 0.146 -0.091
7 N 2.325 0.070 -1.433
8 N 2.101 0.360 0.948
9 O -0.492 -2.014 1.045
10 H -2.992 -1.156 0.293
11 H -2.914 1.399 -0.834
12 H -0.538 1.999 -0.848
13 H 0.423 -2.056 1.141
14 H 1.785 -0.013 -2.333
15 H 1.411 0.064 1.635
16 H 3.125 0.405 1.239

Mulliken atomic charge list, values in e, 2 entries: -0.71, -0.13


No. 3
This record from OMol25 describes a cluster of 2 separate species, C4H7N4O2 in total in a non-equilibrium geometry. The level of theory is the ωB97M-V functional and the def2-TZVPD basis.

## Properties
energy above the lowest of the compared OMol25 structures with the same formula, charge and spin: 414.5 kJ/mol
energy: -525.64639 a.u.
E_HOMO (alpha / beta): -14.701 / -14.707 eV
net charge: +1
2S+1: 1
Kohn-Sham gap (alpha / beta): 8.3 / 8.3 eV

Positions of all 17 atoms, in Å:
1 C -1.950 -0.091 0.314
2 C 0.167 0.038 -0.134
3 C 0.568 -2.403 -0.235
4 C -0.841 2.197 0.310
5 N -1.552 -1.317 0.251
6 N -0.203 -1.244 -0.068
7 N -0.895 0.777 0.131
8 N 2.401 0.786 -0.524
9 O 2.432 1.749 -1.194
10 O 2.877 0.019 0.149
11 H -2.944 0.270 0.481
12 H -0.102 -3.298 -0.298
13 H 1.136 -2.456 -1.182
14 H 1.281 -2.538 0.620
15 H -0.003 2.382 1.054
16 H -0.716 2.755 -0.640
17 H -1.656 2.375 0.967

Mulliken atomic charge list, values in e, 2 entries: -0.01, -0.14


No. 4
This record from OMol25 describes a cluster of 2 separate species, C4H7N4OS in total in a non-equilibrium geometry. The level of theory is the ωB97M-V functional and the def2-TZVPD basis.

## Properties
energy above the lowest of the compared OMol25 structures with the same formula, charge and spin: 39.1 kJ/mol
energy: -848.81875 a.u.
E_HOMO: -14.178 eV
net charge: +1
2S+1: 1
Kohn-Sham gap: 10.5 eV

Positions of all 17 atoms, in Å:
1 C 0.028 -1.237 0.729
2 C 1.331 -0.358 -1.133
3 C -1.633 2.706 0.069
4 C -0.644 -2.231 1.597
5 N 0.905 0.519 -0.251
6 N 0.189 0.030 0.801
7 N 2.056 -0.078 -2.215
8 N -2.656 2.547 0.701
9 O -0.525 2.812 -0.352
10 S 0.951 -1.902 -0.671
11 H 0.034 -2.938 1.859
12 H -1.063 -1.737 2.412
13 H -1.389 -2.653 0.858
14 H 2.085 0.862 -2.552
15 H 2.821 -0.638 -2.468
16 H 1.111 1.479 -0.056
17 H -3.602 2.817 0.670

Mulliken atomic charge list, values in e, 2 entries: 0.58, 0.54


No. 5
This record from OMol25 describes an isolated molecule of C4H7N5 in a non-equilibrium geometry. The level of theory is the ωB97M-V functional and the def2-TZVPD basis.

## Properties
energy above the lowest of the compared OMol25 structures with the same formula, charge and spin: 436.0 kJ/mol
energy: -430.29631 a.u.
E_HOMO: -8.139 eV
2S+1: 1
Kohn-Sham gap: 8.8 eV
SMILES: C=C1N=C(N)N=CN1N

Positions of all 16 atoms, in Å:
1 C -2.016 0.234 -1.201
2 C -0.944 0.278 -0.411
3 N -0.415 1.363 0.253
4 C 0.613 0.938 0.926
5 N 1.643 1.758 1.238
6 N 0.570 -0.291 1.917
7 C 0.213 -1.220 1.132
8 N 0.002 -0.799 -0.204
9 N 0.373 -1.680 -1.236
10 H -2.252 -0.647 -1.771
11 H -2.534 1.142 -1.445
12 H 1.500 2.733 1.041
13 H 2.106 1.584 2.115
14 H 0.332 -2.278 1.296
15 H -0.370 -1.814 -1.923
16 H 1.177 -1.301 -1.727

Mulliken atomic charge list, values in e, 2 entries: -1.00, 0.52


No. 6
This record from OMol25 describes an isolated molecule of C4H7N5 in a non-equilibrium geometry. The level of theory is the ωB97M-V functional and the def2-TZVPD basis.

## Properties
energy above the lowest of the compared OMol25 structures with the same formula, charge and spin: 515.3 kJ/mol
energy: -430.26611 a.u.
E_HOMO: -8.016 eV
2S+1: 1
Kohn-Sham gap: 8.7 eV

Positions of all 16 atoms, in Å:
1 C 0.233 -0.854 0.192
2 C -0.751 -1.022 -1.779
3 C -1.141 -0.168 0.167
4 C 1.069 1.212 1.224
5 N -1.658 -0.355 -1.110
6 N 0.944 0.553 -0.058
7 N 1.153 0.908 -1.144
8 N 0.275 -1.557 -1.009
9 N -1.520 0.612 1.091
10 H 0.464 -1.433 1.150
11 H -0.847 -1.210 -2.882
12 H 0.044 0.934 1.775
13 H 1.110 2.275 1.246
14 H 1.927 0.788 1.696
15 H 1.050 -1.958 -1.534
16 H -2.352 1.275 0.972

Mulliken atomic charge list, values in e, 2 entries: -0.13, -0.01


No. 7
This record from OMol25 describes an isolated molecule of C4H7N5S in a non-equilibrium geometry. The level of theory is the ωB97M-V functional and the def2-TZVPD basis.

## Properties
energy above the lowest of the compared OMol25 structures with the same formula, charge and spin: 530.1 kJ/mol
energy: -828.40256 a.u.
E_HOMO: -8.283 eV
2S+1: 1
Kohn-Sham gap: 9.0 eV

Positions of all 17 atoms, in Å:
1 C 2.590 1.452 0.241
2 C 1.763 0.759 -0.617
3 C -1.826 -0.203 0.158
4 C -1.058 0.075 -1.219
5 N 3.513 0.649 0.713
6 N 2.128 -0.535 -0.524
7 N -0.702 1.870 0.433
8 N 3.197 -0.514 0.192
9 N -1.225 0.717 1.158
10 S -0.083 1.625 -1.004
11 H 2.784 2.487 0.468
12 H -2.815 -0.015 0.006
13 H -1.971 -1.263 0.492
14 H -0.354 -0.670 -1.695
15 H -1.796 0.430 -2.062
16 H 3.775 -1.351 0.323
17 H -0.493 0.261 1.702

Mulliken atomic charge list, values in e, 2 entries: -0.16, 0.11


No. 8
This record from OMol25 describes an isolated molecule of C4H7N5S in a non-equilibrium geometry. The level of theory is the ωB97M-V functional and the def2-TZVPD basis.

## Properties
energy above the lowest of the compared OMol25 structures with the same formula, charge and spin: 172.2 kJ/mol
energy: -828.53887 a.u.
E_HOMO: -8.868 eV
2S+1: 1
Kohn-Sham gap: 9.5 eV
SMILES: CSc1nc(N)nc(N)n1

Positions of all 17 atoms, in Å:
1 C -2.956 0.076 0.838
2 S -2.503 -0.219 -0.857
3 C -0.812 -0.174 -0.602
4 N -0.251 1.016 -0.507
5 C 1.058 1.097 -0.268
6 N 1.684 2.295 -0.159
7 N 1.869 0.078 -0.117
8 C 1.254 -1.200 -0.266
9 N 1.964 -2.235 -0.075
10 N -0.041 -1.314 -0.363
11 H -4.135 0.152 0.825
12 H -2.747 -0.741 1.554
13 H -2.582 0.906 0.968
14 H 1.273 3.029 -0.596
15 H 2.641 2.415 -0.024
16 H 1.468 -2.978 -0.209
17 H 2.815 -2.203 -0.142

Mulliken atomic charge list, values in e, 2 entries: -0.90, -0.15


No. 9
This record from OMol25 describes a cluster of 2 separate species, C4H7NO in total in a non-equilibrium geometry. The level of theory is the ωB97M-V functional and the def2-TZVPD basis.

## Properties
energy above the lowest of the compared OMol25 structures with the same formula, charge and spin: 461.5 kJ/mol
energy: -286.45588 a.u.
E_HOMO (alpha / beta): -7.940 / -7.890 eV
2S+1: 1
Kohn-Sham gap (alpha / beta): 8.1 / 8.0 eV

Positions of all 13 atoms, in Å:
1 C -0.466 0.555 1.835
2 O 0.337 0.677 0.752
3 C 0.002 0.516 -0.466
4 C 1.059 0.426 -1.505
5 C -0.591 -1.994 0.382
6 N -0.619 -2.817 -0.429
7 H 0.023 0.950 2.717
8 H -0.588 -1.258 1.228
9 H -1.511 0.809 1.655
10 H -1.061 0.491 -0.706
11 H 0.985 1.251 -2.223
12 H 2.046 0.447 -1.037
13 H 0.954 -0.513 -2.062

Mulliken atomic charge list, values in e, 2 entries: -0.76, -0.25


No. 10
This record from OMol25 describes a cluster of 2 separate species, C4H7NO in total in a non-equilibrium geometry. The level of theory is the ωB97M-V functional and the def2-TZVPD basis.

## Properties
energy above the lowest of the compared OMol25 structures with the same formula, charge and spin: 313.4 kJ/mol
energy: -286.51229 a.u.
E_HOMO: -9.598 eV
2S+1: 1
Kohn-Sham gap: 10.5 eV

Positions of all 13 atoms, in Å:
1 C -0.701 0.334 -0.533
2 C 1.494 -0.495 0.511
3 C 2.222 -0.715 -0.799
4 C -2.156 -1.782 -0.613
5 N -1.453 -0.555 -0.615
6 O 0.768 -1.284 1.087
7 H 1.528 0.481 0.853
8 H 1.658 -0.057 -1.462
9 H 2.210 -1.884 -0.922
10 H 3.230 -0.331 -0.675
11 H -3.259 -1.724 -0.819
12 H -2.135 -2.022 0.474
13 H -1.554 -2.568 -1.300

Mulliken atomic charge list, values in e, 2 entries: -0.19, -0.02


No. 11
This record from OMol25 describes a cluster of 2 separate species, C4H7NO in total in a non-equilibrium geometry. The level of theory is the ωB97M-V functional and the def2-TZVPD basis.

## Properties
energy above the lowest of the compared OMol25 structures with the same formula, charge and spin: 179.0 kJ/mol
energy: -286.56349 a.u.
E_HOMO: -10.666 eV
2S+1: 1
Kohn-Sham gap: 11.2 eV
SMILES: N#CC1CC1.O

Positions of all 13 atoms, in Å:
1 N 1.985 0.512 -2.506
2 C 1.361 0.510 -1.530
3 C 0.560 0.408 -0.334
4 C -0.858 -0.099 -0.533
5 C -0.631 1.304 -0.092
6 H 1.130 0.146 0.553
7 H -1.253 -0.809 0.184
8 H -1.128 -0.270 -1.570
9 H -0.816 1.506 0.960
10 H -0.819 2.131 -0.767
11 O -0.062 -1.462 1.961
12 H -0.110 -2.332 2.371
13 H 0.640 -1.544 1.304

Mulliken atomic charge list, values in e, 2 entries: -0.43, -0.04


No. 12
This record from OMol25 describes an isolated molecule of C4H7NO. The level of theory is the ωB97M-V functional and the def2-TZVPD basis.

## Properties
energy above the lowest of the compared OMol25 structures with the same formula, charge and spin: 197.9 kJ/mol
energy: -286.55625 a.u.
E_HOMO: -8.580 eV
2S+1: 1
Kohn-Sham gap: 9.5 eV
SMILES: CNCC=C=O

Positions of all 13 atoms, in Å:
1 C 0.695 0.754 1.146
2 N 0.715 0.532 -0.294
3 C -0.619 0.382 -0.858
4 C -1.014 -1.017 -0.478
5 C -0.006 -1.861 -0.356
6 O 0.850 -2.647 -0.236
7 H 0.373 -0.143 1.710
8 H 1.696 0.993 1.509
9 H -0.002 1.553 1.463
10 H 1.255 1.196 -0.840
11 H -1.327 1.144 -0.484
12 H -0.596 0.489 -1.954
13 H -2.020 -1.374 -0.327

Mulliken atomic charge list, values in e, 2 entries: -0.83, -0.40